one) {"formula": "C2H4N4O", "method": "ωB97M-V/def2-TZVPD", "symbols": ["C", "C", "H", "H", "H", "H", "N", "N", "N", "N", "O"], "coordinates": [[-0.670, 0.093, -0.073], [1.364, 0.093, 0.816], [-2.872, -0.283, -0.054], [-2.037, 1.348, 0.622], [2.230, -1.141, -0.536], [0.053, -0.513, -1.887], [-1.921, 0.491, -0.217], [0.104, 0.338, 1.013], [1.372, -0.518, -0.320], [0.074, -0.636, -0.912], [2.304, 0.729, 1.547]], "charge": 0, "spin_multiplicity": 1, "homo_energy_ev": -8.8787, "gap_ev": 8.93}

two) {"formula": "C2H4N4O", "method": "ωB97M-V/def2-TZVPD", "symbols": ["C", "C", "H", "H", "H", "H", "N", "N", "N", "N", "O"], "coordinates": [[0.781, 1.540, -0.067], [-0.240, -1.597, -0.412], [-0.001, 1.862, 0.683], [1.549, 0.939, 0.372], [1.275, 2.420, -0.669], [0.529, -1.790, -1.236], [-0.459, -0.261, -0.246], [-0.834, -2.303, 0.488], [-1.429, -1.350, 1.287], [-1.214, -0.182, 0.829], [0.043, 0.722, -1.029]], "charge": 0, "spin_multiplicity": 1, "homo_energy_ev": -10.8494, "gap_ev": 11.61}

We find one) to be the most stable, with the next structure 58.3 kJ/mol higher.

one) {"formula": "C2H4N4O", "method": "ωB97M-V/def2-TZVPD", "symbols": ["C", "C", "H", "H", "H", "H", "N", "N", "N", "N", "O"], "coordinates": [[-1.020, -0.004, -0.086], [1.177, -0.059, 0.001], [-2.201, -1.426, 0.182], [1.129, 2.115, -0.016], [2.242, -1.603, -0.155], [0.056, -1.881, 0.726], [-0.772, 1.187, 0.083], [0.636, 1.215, 0.006], [2.403, -0.545, 0.009], [0.030, -0.845, -0.100], [-2.281, -0.489, -0.026]], "charge": 0, "spin_multiplicity": 1, "homo_energy_ev": -8.3934, "gap_ev": 7.99}

two) {"formula": "C2H4N4O", "method": "ωB97M-V/def2-TZVPD", "symbols": ["N", "C", "N", "N", "C", "O", "N", "H", "H", "H", "H"], "coordinates": [[2.100, 0.326, -0.020], [0.768, 0.104, 0.010], [0.239, -0.929, 0.669], [-1.150, -0.761, 0.339], [-1.267, 0.598, -0.379], [-2.413, 0.992, -0.354], [-0.042, 1.008, -0.625], [2.748, -0.399, 0.243], [2.426, 1.072, -0.614], [-1.467, -1.557, -0.218], [-1.941, -0.453, 0.950]], "charge": 0, "spin_multiplicity": 1, "homo_energy_ev": -9.3145, "gap_ev": 9.98}

We find two) to be the most stable, with the next structure 150.3 kJ/mol higher.

one) {"formula": "C2H4N4O", "method": "ωB97M-V/def2-TZVPD", "symbols": ["N", "C", "N", "N", "C", "O", "N", "H", "H", "H", "H"], "coordinates": [[-2.230, -0.260, -0.195], [-0.859, -0.126, -0.194], [-0.190, 0.387, -1.208], [1.075, 0.431, -0.696], [1.078, -0.071, 0.548], [2.202, -0.095, 1.293], [-0.122, -0.440, 0.914], [-2.640, -0.253, -1.118], [-2.560, -1.007, 0.397], [1.868, 0.615, -1.289], [2.378, 0.820, 1.548]], "charge": 0, "spin_multiplicity": 1, "homo_energy_ev": -8.6511, "gap_ev": 9.20}

two) {"formula": "C2H4N4O", "method": "ωB97M-V/def2-TZVPD", "symbols": ["C", "C", "H", "H", "H", "H", "N", "N", "N", "N", "O"], "coordinates": [[1.282, 0.089, 0.038], [-1.433, 0.237, -0.069], [0.989, -1.724, 0.010], [-1.401, -1.590, -0.046], [-2.527, 0.291, -0.410], [1.140, 2.148, 0.458], [0.383, -1.030, -0.357], [-0.840, -0.940, 0.456], [-0.715, 1.296, -0.213], [0.605, 1.292, 0.165], [2.518, -0.069, -0.033]], "charge": 0, "spin_multiplicity": 1, "homo_energy_ev": -9.3302, "gap_ev": 10.16}

We find one) to be the most stable, with the next structure 225.3 kJ/mol higher.

one) {"formula": "C2H4N4O", "method": "ωB97M-V/def2-TZVPD", "symbols": ["C", "C", "H", "H", "H", "H", "N", "N", "N", "N", "O"], "coordinates": [[-0.521, -0.888, -0.831], [-0.670, 0.264, 0.968], [2.525, -0.677, -0.903], [-0.600, -1.452, -1.754], [-1.793, 0.709, 2.415], [0.657, 1.666, 0.490], [0.423, 0.152, -1.047], [-1.042, -0.978, 0.316], [-1.175, 1.094, 1.726], [0.572, 0.502, 0.298], [1.624, -0.392, -1.679]], "charge": 0, "spin_multiplicity": 1, "homo_energy_ev": -9.5774, "gap_ev": 9.63}

two) {"formula": "C2H4N4O", "method": "ωB97M-V/def2-TZVPD", "symbols": ["C", "C", "N", "N", "N", "N", "O", "H", "H", "H", "H"], "coordinates": [[-0.720, 1.103, 0.115], [1.071, -0.368, -0.118], [0.415, 1.773, 0.087], [1.475, 0.927, -0.143], [-0.535, -0.191, 0.039], [-1.446, -1.183, 0.010], [1.627, -1.431, -0.057], [-1.696, 1.557, 0.415], [2.395, 1.165, -0.443], [-1.453, -1.658, 0.890], [-1.133, -1.693, -0.795]], "charge": 0, "spin_multiplicity": 1, "homo_energy_ev": -8.5634, "gap_ev": 9.41}

three) {"formula": "C2H4N4O", "method": "ωB97M-V/def2-TZVPD", "symbols": ["C", "C", "H", "H", "H", "H", "N", "N", "N", "N", "O"], "coordinates": [[0.486, 0.333, -0.409], [-0.832, -0.238, -0.252], [2.010, 0.490, -1.877], [0.084, 0.433, -2.404], [0.006, 0.484, 2.389], [-1.434, -1.415, 1.411], [1.107, 0.458, -1.529], [0.983, 0.822, 0.779], [0.271, -0.100, 1.717], [-0.920, -0.460, 1.148], [-1.761, -0.807, -0.974]], "charge": 0, "spin_multiplicity": 1, "homo_energy_ev": -8.5679, "gap_ev": 8.68}

four) {"formula": "C2H4N4O", "method": "ωB97M-V/def2-TZVPD", "symbols": ["C", "C", "N", "N", "N", "N", "O", "H", "H", "H", "H"], "coordinates": [[0.201, -1.484, -3.240], [0.651, -0.154, 0.366], [-0.888, -0.946, -2.303], [-0.430, -2.244, -4.010], [-1.988, -1.627, -2.568], [-0.276, 0.518, -0.134], [-1.797, -2.443, -3.547], [0.693, -1.257, 0.097], [1.509, 0.272, 1.037], [-0.799, -0.192, -1.535], [-0.415, 1.503, 0.187]], "charge": 0, "spin_multiplicity": 1, "homo_energy_ev": -9.2059, "gap_ev": 9.29}

We find two) to be the most stable, with the next structure 270.4 kJ/mol higher.

one) {"formula": "CH3N2O2S", "method": "ωB97M-V/def2-TZVPD", "symbols": ["C", "N", "N", "O", "O", "S", "H", "H", "H"], "coordinates": [[-0.011, 0.224, 0.472], [2.864, 0.274, -0.201], [3.174, -0.743, -0.595], [-2.257, 1.049, -0.982], [-2.023, -1.464, -0.357], [-1.992, -0.006, 0.024], [0.198, 1.210, 0.053], [-0.211, 0.110, 1.612], [0.258, -0.654, -0.025]], "charge": -1, "spin_multiplicity": 1, "homo_energy_ev": -2.4705, "gap_ev": 6.80}

two) {"formula": "CH3N2O2S", "method": "ωB97M-V/def2-TZVPD", "symbols": ["C", "N", "N", "O", "O", "S", "H", "H", "H"], "coordinates": [[-0.112, 0.364, -0.041], [0.625, 0.960, -1.033], [0.087, -0.344, -1.540], [-0.194, 0.264, 2.562], [-0.551, -1.973, 1.291], [0.343, -0.725, 1.553], [-1.064, 0.761, 0.017], [0.071, 1.728, -1.431], [0.796, -1.036, -1.378]], "charge": -1, "spin_multiplicity": 1, "homo_energy_ev": -3.5554, "gap_ev": 7.73}

We find one) to be the most stable, with the next structure 265.2 kJ/mol higher.

one) {"formula": "C6H10N2O", "method": "ωB97M-V/def2-TZVPD", "symbols": ["C", "C", "C", "N", "N", "C", "C", "C", "O", "H", "H", "H", "H", "H", "H", "H", "H", "H", "H"], "coordinates": [[0.498, -1.670, 0.887], [-0.774, 1.934, 0.037], [-1.484, -1.038, -0.640], [1.384, 0.876, 1.080], [1.292, -1.250, -0.284], [1.514, 0.563, -0.320], [0.115, 0.756, 0.275], [-0.315, -0.659, 0.209], [2.146, 1.020, -1.257], [1.623, 1.858, 1.187], [1.284, -1.642, -1.217], [0.981, -1.411, 1.821], [0.142, -2.696, 0.848], [-1.311, 2.226, 0.946], [-0.181, 2.785, -0.305], [-1.515, 1.731, -0.738], [-2.404, -0.814, -0.090], [-1.511, -0.465, -1.569], [-1.485, -2.104, -0.873]], "charge": 0, "spin_multiplicity": 1, "homo_energy_ev": -7.4989, "gap_ev": 8.22}

two) {"formula": "C6H10N2O", "method": "ωB97M-V/def2-TZVPD", "symbols": ["C", "C", "C", "N", "N", "C", "C", "C", "O", "H", "H", "H", "H", "H", "H", "H", "H", "H", "H"], "coordinates": [[0.976, -1.435, 0.136], [-0.897, 1.838, 0.692], [1.874, 0.895, -0.411], [-1.637, -0.130, -0.539], [-0.223, -2.008, -0.418], [-1.477, -1.427, -0.049], [-0.574, 0.453, 0.197], [0.717, 0.022, -0.061], [-2.438, -2.152, 0.195], [-2.571, 0.236, -0.391], [-0.209, -2.774, -1.076], [1.848, -1.800, -0.410], [1.056, -1.705, 1.193], [-0.065, 2.313, 1.216], [-1.756, 1.791, 1.370], [-1.167, 2.501, -0.136], [1.842, 1.127, -1.482], [2.834, 0.425, -0.183], [1.865, 1.830, 0.157]], "charge": 0, "spin_multiplicity": 1, "homo_energy_ev": -7.6892, "gap_ev": 8.25}

We find two) to be the most stable, with the next structure 157.0 kJ/mol higher.

one) {"formula": "C6H10N2O", "method": "ωB97M-V/def2-TZVPD", "symbols": ["C", "C", "C", "C", "C", "C", "H", "H", "H", "H", "H", "H", "H", "H", "H", "H", "N", "N", "O"], "coordinates": [[2.334, 1.060, 0.993], [1.616, 0.394, -0.145], [0.548, 1.241, -0.909], [-0.518, 0.052, -0.865], [-2.659, -0.585, -0.176], [0.465, -0.608, 0.187], [3.031, 1.843, 0.680], [2.927, 0.291, 1.495], [1.568, 1.505, 1.673], [2.217, -0.255, -0.793], [0.846, 1.609, -1.900], [0.219, 2.000, -0.228], [-0.455, -0.656, -1.745], [-3.800, -0.493, -0.249], [-1.435, -2.061, 0.650], [-3.016, -2.242, 0.858], [-1.943, 0.373, -0.623], [-2.337, -1.890, 0.202], [0.393, -1.577, 0.897]], "charge": 0, "spin_multiplicity": 1, "homo_energy_ev": -8.7580, "gap_ev": 9.52}

two) {"formula": "C6H10N2O", "method": "ωB97M-V/def2-TZVPD", "symbols": ["C", "C", "C", "C", "C", "N", "C", "N", "O", "H", "H", "H", "H", "H", "H", "H", "H", "H", "H"], "coordinates": [[0.947, 1.988, 0.171], [-2.156, 0.351, 0.662], [0.291, 0.953, 1.054], [-0.225, -0.983, -0.278], [-0.715, 0.064, 0.396], [-0.878, -1.807, -1.172], [1.319, -1.169, -0.232], [1.928, -1.764, -1.205], [0.449, 0.921, 2.272], [-0.195, -2.476, -1.554], [-1.281, -1.281, -1.944], [2.907, -1.934, -0.944], [1.861, -0.929, 0.697], [1.145, 2.894, 0.749], [0.294, 2.261, -0.663], [1.899, 1.624, -0.222], [-2.501, 1.187, 0.047], [-2.789, -0.517, 0.452], [-2.302, 0.617, 1.715]], "charge": 0, "spin_multiplicity": 1, "homo_energy_ev": -8.6001, "gap_ev": 8.91}

three) {"formula": "C6H10N2O", "method": "ωB97M-V/def2-TZVPD", "symbols": ["C", "C", "C", "C", "N", "C", "C", "O", "N", "H", "H", "H", "H", "H", "H", "H", "H", "H", "H"], "coordinates": [[0.708, -0.592, -0.106], [0.268, -1.368, -1.306], [0.971, -1.334, 1.141], [-2.159, 1.369, 0.556], [-1.025, 1.109, -0.319], [0.298, 0.867, 0.147], [1.929, 0.624, -0.779], [0.743, 1.603, 1.065], [2.925, 0.930, -1.287], [-1.032, 1.713, -1.135], [0.557, -2.343, 1.153], [1.038, -2.083, -1.613], [-0.644, -1.921, -1.051], [0.049, -0.738, -2.170], [2.052, -1.336, 1.341], [0.576, -0.798, 2.018], [-3.055, 1.544, -0.040], [-1.941, 2.250, 1.174], [-2.258, 0.504, 1.212]], "charge": 0, "spin_multiplicity": 1, "homo_energy_ev": -9.1413, "gap_ev": 8.81}

four) {"formula": "C6H10N2O", "method": "ωB97M-V/def2-TZVPD", "symbols": ["C", "C", "C", "C", "N", "C", "C", "O", "N", "H", "H", "H", "H", "H", "H", "H", "H", "H", "H"], "coordinates": [[0.934, 1.383, 1.103], [-0.623, -0.112, -0.336], [0.428, -1.025, -0.671], [-0.356, 1.173, 0.348], [1.735, -0.651, -1.086], [0.186, -2.363, -0.382], [-1.323, 2.096, 0.346], [-0.949, -2.836, 0.038], [-1.902, -0.530, -0.385], [-1.640, -1.902, 0.024], [1.765, 0.246, -1.548], [2.438, -0.683, -0.360], [-2.064, -1.013, -1.271], [1.022, -3.061, -0.420], [1.758, 1.651, 0.441], [0.818, 2.190, 1.826], [1.222, 0.484, 1.651], [-2.253, 1.910, -0.171], [-1.197, 3.044, 0.853]], "charge": 0, "spin_multiplicity": 1, "homo_energy_ev": -8.1502, "gap_ev": 7.96}

We find two) to be the most stable, with the next structure 6.3 kJ/mol higher.